Entry 1:
A cluster of 2 separate species, C4H9NO2 in total, computed with the ωB97M-V functional and the def2-TZVPD basis.

```
16
Properties=species:S:1:pos:R:3:forces:R:3
C 0.467991 -1.704966 1.602243 0.0 0.1 -0.2
N -0.226984 -1.084941 2.697296 -0.1 -0.3 0.3
C -0.534939 0.127606 2.736173 -0.2 -0.1 0.5
O -0.346951 1.124453 1.860492 0.2 0.2 -0.5
H 0.563176 -1.102963 0.691291 0.0 -0.1 0.1
H 1.467636 -1.974944 1.947355 0.0 -0.1 -0.1
H -0.062106 -2.627676 1.362102 0.1 0.0 -0.1
H -1.053819 0.482148 3.621087 0.0 0.2 0.0
H 0.112444 0.826179 1.051755 -0.1 0.0 0.0
C 0.046397 0.721921 -3.133820 0.3 -0.2 0.0
C -0.165547 0.997594 -1.687012 -0.4 0.2 -0.2
O 0.545963 0.615293 -0.795007 0.3 -0.1 0.1
H 0.933417 0.113460 -3.288905 0.0 0.0 0.0
H 0.146218 1.667568 -3.664462 0.0 0.1 -0.1
H -0.830014 0.214659 -3.534004 -0.1 0.0 0.0
H -1.062879 1.604608 -1.466585 0.0 0.0 0.2
```
Forces are in eV/Å.

Results
HOMO-LUMO gap	10.01	eV
structure (SMILES)	C/N=C\O.CC=O
net charge	0
ΔE to the lowest compared entry with this formula, charge and spin	1.9178	eV
2S+1	1
HOMO energy	-9.250	eV



Entry 2:
A cluster of 2 separate species, C4H9NO2 in total, computed with the ωB97M-V functional and the def2-TZVPD basis.

```
16
Properties=species:S:1:pos:R:3:forces:R:3
C -2.958907 -0.472037 0.405427 0.1 -0.1 0.0
C -2.518123 -1.621550 -0.062765 0.1 -0.7 -0.3
O -2.224596 -2.674353 -0.473494 -0.3 1.0 0.4
H -2.269929 0.347234 0.543621 -0.1 -0.2 0.0
H -4.005628 -0.375925 0.663810 0.1 -0.1 -0.1
N 0.006387 -0.509894 -0.476323 0.2 0.0 -0.1
C 0.625595 0.377330 0.499129 0.0 0.1 0.1
C 1.865087 1.101567 -0.003300 -0.3 0.2 0.1
O 2.801151 0.109693 -0.382152 0.3 0.1 -0.1
H 0.677959 -1.226352 -0.739000 -0.1 0.1 0.0
H -0.204350 0.005055 -1.328496 0.0 -0.1 0.1
H -0.111162 1.120261 0.832241 0.1 -0.1 0.0
H 0.897325 -0.219779 1.376862 0.0 0.1 -0.1
H 1.591071 1.738067 -0.862103 0.1 -0.1 0.1
H 2.265219 1.755962 0.788015 0.0 -0.1 -0.1
H 3.562902 0.544719 -0.781473 -0.1 -0.1 0.1
```
Forces are in eV/Å.

Results
HOMO-LUMO gap	9.58	eV
structure (SMILES)	C=C=O.NCCO
net charge	0
ΔE to the lowest compared entry with this formula, charge and spin	2.4114	eV
2S+1	1
HOMO energy	-8.810	eV



Entry 3:
An isolated molecule of C4H9NO2, computed with the ωB97M-V functional and the def2-TZVPD basis.

```
16
Properties=species:S:1:pos:R:3:forces:R:3
C -0.254588 -0.274191 1.947947 0.0 -0.1 -0.4
N 0.163795 0.821094 1.088131 2.9 -0.7 -0.3
O -0.822340 1.828028 1.267726 0.1 -0.2 -1.4
C 0.744466 0.268058 -0.531152 -2.2 4.7 5.4
C -0.509491 -0.093158 -1.216820 2.1 -2.7 -2.8
C 0.353266 -1.191629 -1.969535 -4.1 -2.1 -1.1
O 0.132322 -2.389209 -1.808749 1.1 1.8 0.0
H -0.065013 -0.006759 2.994871 -0.1 0.0 -0.2
H 0.324108 -1.172038 1.720929 0.1 0.1 -0.1
H -1.313956 -0.532633 1.833121 -0.1 0.0 0.0
H -0.336009 2.666724 1.205130 -0.1 -0.4 0.1
H 1.571738 -0.368779 -0.222838 -0.6 -0.5 -0.1
H 1.167991 1.202435 -0.902868 0.1 -0.2 -0.1
H -1.333937 -0.559368 -0.684439 0.3 0.0 0.3
H -0.842506 0.643460 -1.947211 0.0 0.1 0.3
H 1.020154 -0.842033 -2.774243 0.5 0.1 0.4
```
Forces are in eV/Å.

Results
HOMO-LUMO gap	8.74	eV
structure (SMILES)	CN(O)CCC=O
net charge	0
ΔE to the lowest compared entry with this formula, charge and spin	5.7285	eV
2S+1	1
HOMO energy	-8.011	eV



Entry 4:
A cluster of 2 separate species, C4H9NO2 in total, computed with the ωB97M-V functional and the def2-TZVPD basis.

```
16
Properties=species:S:1:pos:R:3:forces:R:3
C 1.007257 -1.247057 0.495379 1.8 1.5 0.7
C 1.425463 0.058629 0.264331 1.1 -3.4 1.3
O 1.277315 0.989764 1.198429 -0.1 0.7 -1.1
O 2.125939 0.428176 -0.811405 -0.6 0.4 0.0
H 1.567181 -2.042204 0.010859 -0.4 0.2 -0.3
H 0.691220 -1.465322 1.509615 -0.2 0.1 -0.2
H 1.525843 1.839826 0.793820 -0.2 -0.1 0.2
H 2.047927 -0.256543 -1.495502 -0.1 0.2 0.2
C -0.939094 -0.974890 -0.546549 -2.2 2.2 -2.2
N -1.058018 0.275030 -0.973449 0.0 -2.6 0.8
C -1.705028 1.173713 -0.037118 -0.4 0.3 0.2
H -1.556415 -1.364973 0.283648 0.6 0.2 0.1
H -0.704704 -1.724021 -1.318430 0.3 0.3 0.5
H -1.458976 2.204642 -0.310464 -0.1 -0.1 0.1
H -1.445304 1.033792 1.026242 0.1 -0.1 -0.3
H -2.800605 1.071437 -0.089408 0.2 0.1 -0.1
```
Forces are in eV/Å.

Results
HOMO-LUMO gap	8.11	eV
structure (SMILES)	C=C(O)O.C=NC
net charge	0
ΔE to the lowest compared entry with this formula, charge and spin	3.9781	eV
2S+1	1
HOMO energy	-7.517	eV



Entry 5:
An isolated molecule of C4H9NO2, computed with the ωB97M-V functional and the def2-TZVPD basis.

```
16
Properties=species:S:1:pos:R:3:forces:R:3
C 1.448375 -0.179576 -1.449436 0.0 0.0 -0.3
N 1.898208 -0.079580 -0.087288 0.0 0.3 0.2
C 1.320111 0.460575 0.887987 0.4 0.0 -0.3
O 0.067916 0.953176 1.126686 0.2 -0.1 -0.1
C -0.990939 0.881242 0.154504 -0.1 0.0 -0.2
C -1.795717 -0.402557 0.297358 -0.2 0.3 0.1
O -1.049686 -1.559464 -0.012252 0.1 -0.1 0.2
H 2.276379 -0.609678 -2.016217 -0.2 0.0 -0.1
H 0.548059 -0.790177 -1.575965 0.2 0.1 -0.1
H 1.274474 0.830961 -1.838518 -0.1 -0.2 -0.2
H 1.999588 0.645109 1.714395 -0.7 0.0 0.6
H -1.640508 1.740877 0.352559 0.1 -0.1 0.1
H -0.606626 0.985220 -0.860116 0.0 0.0 0.2
H -2.212648 -0.453610 1.313567 0.1 0.0 -0.1
H -2.638736 -0.381959 -0.404518 0.2 0.1 0.1
H -0.369877 -1.660479 0.667666 -0.1 -0.1 -0.2
```
Forces are in eV/Å.

Results
HOMO-LUMO gap	10.24	eV
structure (SMILES)	C/N=C\OCCO
net charge	0
ΔE to the lowest compared entry with this formula, charge and spin	2.4636	eV
2S+1	1
HOMO energy	-9.389	eV



Entry 6:
A cluster of 2 separate species, C4H9NO2 in total, computed with the ωB97M-V functional and the def2-TZVPD basis.

```
16
Properties=species:S:1:pos:R:3:forces:R:3
C -1.272596 2.996465 0.726247 0.0 0.2 -0.1
O -1.580736 1.702672 1.220944 -0.2 0.0 0.1
N -0.425479 0.932266 1.119276 0.3 -0.5 0.2
C -0.316574 -0.094757 1.786041 0.2 -0.3 0.2
O -0.043488 -1.092285 2.332241 -0.3 0.7 -0.4
H -2.216417 3.541193 0.768230 0.1 0.0 0.0
H -0.521736 3.484549 1.356450 -0.1 0.0 -0.1
H -0.908426 2.940998 -0.304006 -0.1 0.0 0.1
C 0.550560 -2.464050 -0.879021 0.0 -0.1 0.0
C 1.281837 -1.199197 -1.323549 0.0 0.1 0.0
H -0.454564 -2.514796 -1.311743 0.1 0.0 0.1
H 1.091446 -3.364538 -1.189455 -0.1 0.1 0.0
H 0.444827 -2.501123 0.210644 0.0 0.0 -0.2
H 2.288743 -1.150915 -0.894242 -0.1 0.0 -0.1
H 1.385238 -1.162835 -2.413810 0.0 0.0 0.2
H 0.744053 -0.297812 -1.009264 0.1 -0.1 -0.1
```
Forces are in eV/Å.

Results
HOMO-LUMO gap	10.22	eV
structure (SMILES)	CON=C=O.CC
net charge	0
ΔE to the lowest compared entry with this formula, charge and spin	3.6731	eV
2S+1	1
HOMO energy	-9.739	eV



Entry 7:
A cluster of 2 separate species, C4H9NO2 in total, computed with the ωB97M-V functional and the def2-TZVPD basis.

```
16
Properties=species:S:1:pos:R:3:forces:R:3
C 0.602895 0.551674 1.947802 0.0 0.0 0.0
C 0.179453 0.178209 0.534880 -0.2 0.1 0.2
C -0.975952 -0.806707 0.516052 0.0 0.0 0.0
O 1.262153 -0.456726 -0.161424 0.2 0.1 0.0
H 0.894027 -0.346765 2.502334 0.0 0.1 -0.1
H -0.219513 1.040973 2.479865 0.1 -0.1 -0.1
H 1.452743 1.245205 1.939881 -0.1 -0.1 0.0
H -0.111422 1.090317 -0.011339 0.1 -0.1 0.1
H -0.702401 -1.715227 1.062685 0.0 0.1 -0.1
H -1.861715 -0.365043 0.982844 0.1 -0.1 -0.1
H -1.230299 -1.087145 -0.510786 0.0 0.0 0.2
H 2.038497 0.116603 -0.101856 -0.1 -0.1 0.0
N 0.221917 -0.380722 -2.806214 -0.4 0.3 -0.2
C -0.683447 0.381587 -3.054753 -0.1 0.1 -0.1
O -1.558760 1.080380 -3.411787 0.6 -0.5 0.3
H 0.691824 -0.526614 -1.908185 -0.1 0.1 0.0
```
Forces are in eV/Å.

Results
HOMO-LUMO gap	11.24	eV
structure (SMILES)	CC(C)O.N=C=O
net charge	0
ΔE to the lowest compared entry with this formula, charge and spin	0.8304	eV
2S+1	1
HOMO energy	-10.615	eV



Entry 8:
An isolated molecule of C4H9NO2, computed with the ωB97M-V functional and the def2-TZVPD basis.

```
16
Properties=species:S:1:pos:R:3:forces:R:3
N -0.401666 -0.579180 1.629290 2.0 -0.8 -1.8
C 0.564405 0.184824 0.766095 -5.5 2.3 -1.1
C 0.013549 1.663135 0.894432 4.0 0.9 -0.5
O -1.099826 2.053511 1.028863 -1.1 -0.6 1.0
C 0.013786 0.322205 -0.773195 1.2 -2.1 -0.1
C -0.027793 -1.077617 -1.512277 0.5 1.3 0.2
O 0.632096 -2.126226 -0.809422 -0.5 1.2 -0.2
H -0.284792 -0.169529 2.543792 -0.8 -0.1 0.2
H -1.265930 -0.346855 1.155563 -0.5 0.0 1.1
H 1.592089 -0.122102 0.647027 0.3 0.4 0.8
H 0.793649 2.400963 0.589957 0.0 0.1 0.2
H 0.700600 1.064965 -1.184223 0.2 -0.4 -0.5
H -0.971837 0.733177 -0.969578 -0.1 0.2 0.9
H 0.439798 -0.880957 -2.475239 -0.1 -0.7 -0.2
H -1.098525 -1.255599 -1.626474 0.1 -0.5 -0.2
H 0.400398 -1.864716 0.095390 0.2 -1.0 0.4
```
Forces are in eV/Å.

Results
HOMO-LUMO gap	10.14	eV
structure (SMILES)	N[C@H](C=O)CCO
net charge	0
ΔE to the lowest compared entry with this formula, charge and spin	3.5719	eV
2S+1	1
HOMO energy	-9.482	eV



Entry 9:
A cluster of 2 separate species, C4H9NO2 in total, computed with the ωB97M-V functional and the def2-TZVPD basis.

```
16
Properties=species:S:1:pos:R:3:forces:R:3
C -0.473924 1.377893 1.275887 0.1 -0.1 -0.1
C 0.554325 0.844908 0.615676 -0.2 0.0 0.2
C 1.020893 -0.589618 0.713261 0.2 0.1 0.0
O -0.030630 -1.507572 0.884904 0.0 0.0 0.1
C -0.683700 -1.829225 -0.322920 -0.2 -0.1 -0.2
N 1.207599 1.779604 -0.272343 0.3 -0.2 -0.2
O 2.053358 1.286783 -0.983478 -0.3 0.2 0.3
H -1.090342 0.785067 1.944710 0.1 0.1 -0.1
H -0.712953 2.427403 1.125016 0.0 -0.2 0.0
H 1.620647 -0.827027 -0.175841 -0.1 0.0 0.1
H 1.668631 -0.696062 1.590246 0.0 0.0 -0.1
H -1.338190 -2.679551 -0.118180 0.1 0.1 0.0
H -1.288244 -0.993939 -0.703360 0.1 -0.1 0.1
H 0.043011 -2.114502 -1.098725 -0.1 0.0 0.1
H -0.755058 1.062200 -2.198441 -0.1 0.0 0.0
H -1.227040 1.140560 -1.630203 0.0 0.0 -0.1
```
Forces are in eV/Å.

Results
HOMO-LUMO gap	8.53	eV
structure (SMILES)	C=C(COC)N=O.[H][H]
net charge	0
ΔE to the lowest compared entry with this formula, charge and spin	5.5229	eV
2S+1	1
HOMO energy	-9.101	eV



Entry 10:
A cluster of 2 separate species, C4H9NO2 in total, computed with the ωB97M-V functional and the def2-TZVPD basis.

```
16
Properties=species:S:1:pos:R:3:forces:R:3
C 3.086149 1.532138 0.390575 5.9 0.9 2.8
C -0.708175 -0.995462 -1.144796 -1.1 1.6 1.0
C -1.064054 -0.099319 1.170770 -2.2 4.8 -1.2
C -1.081109 0.144764 -0.153623 0.1 -0.5 -1.5
N 1.906379 0.958650 0.392927 -4.9 -1.3 -0.5
O 1.694231 -0.152078 1.196732 0.5 0.8 -1.1
O 0.978989 1.424433 -0.401258 2.2 -0.7 1.1
H 3.271537 2.064306 -0.440498 0.8 1.8 -2.7
H 3.949656 1.261318 1.057467 -1.6 0.1 -0.6
H 0.364008 -1.040858 -1.012826 0.3 -0.7 -0.5
H -1.251886 -1.849155 -0.754431 0.4 -0.6 -0.3
H -0.994006 -0.767725 -2.181144 0.2 -0.1 0.4
H -1.361949 0.788573 1.763733 0.5 -0.3 -0.2
H 0.736214 -0.108742 1.053623 -1.3 -1.1 0.8
H -1.238623 -0.906744 1.767294 0.3 -3.0 0.7
H -1.176030 1.177717 -0.674766 -0.1 -1.9 1.7
```
Forces are in eV/Å.

Results
HOMO-LUMO gap (alpha / beta)	7.46 / 7.96	eV
net charge	0
ΔE to the lowest compared entry with this formula, charge and spin	3.1156	eV
2S+1	3
HOMO energy (alpha / beta)	-6.453 / -9.573	eV



Entry 11:
An isolated molecule of C4H9NO2S, computed with the ωB97M-V functional and the def2-TZVPD basis.

```
17
Properties=species:S:1:pos:R:3:forces:R:3
O -0.587040 2.518122 -1.087115 0.0 0.6 -0.2
C -0.815082 1.548621 -1.772636 -0.1 -0.6 0.6
N -0.655581 0.291680 -1.280465 0.0 0.2 0.1
C -0.173255 0.096259 0.091561 0.5 -0.9 -1.0
C 1.361455 0.184504 0.069854 -0.3 0.5 -0.1
O 1.905019 0.390629 1.345753 0.3 0.1 0.5
C -0.742828 -1.239232 0.552505 0.0 0.5 0.7
S -0.800639 -1.410839 2.383373 0.2 -0.2 -0.5
H -1.208527 1.586636 -2.795134 0.1 0.1 -0.2
H -0.807531 -0.520660 -1.853362 -0.1 0.1 -0.1
H -0.537954 0.910755 0.697512 -0.3 0.3 0.1
H 1.587086 0.985311 -0.645713 0.2 0.2 0.3
H 1.867298 -0.701586 -0.317602 -0.4 -0.3 0.0
H 1.387197 1.027599 1.857650 0.1 -0.1 -0.3
H -1.772985 -1.277746 0.224581 -0.2 -0.2 -0.2
H -0.167055 -2.054295 0.120987 -0.1 -0.2 0.0
H 0.160423 -2.335756 2.408255 0.1 0.0 0.3
```
Forces are in eV/Å.

Results
HOMO-LUMO gap	9.81	eV
structure (SMILES)	O=CN[C@H](CO)CS
net charge	0
ΔE to the lowest compared entry with this formula, charge and spin	0.9868	eV
2S+1	1
HOMO energy	-9.162	eV



Entry 12:
A cluster of 2 separate species, C4H9NO2S in total, computed with the ωB97M-V functional and the def2-TZVPD basis.

```
17
Properties=species:S:1:pos:R:3:forces:R:3
C 1.253933 -1.441564 -0.709657 0.0 -0.4 4.7
C 1.175208 -0.781740 0.655514 -0.5 0.6 -0.3
C 1.236632 0.517020 0.916831 0.6 -0.8 -3.2
N 1.445140 1.502845 -0.041144 -0.4 -1.6 -0.5
H 2.203539 -1.296284 -1.043381 2.9 -0.2 -1.2
H 0.952396 -2.433134 -0.534639 0.2 -1.6 -0.3
H 0.629731 -1.048049 -1.372119 -2.8 1.9 -2.8
H 1.053814 -1.286274 1.583270 -0.1 -1.3 0.2
H 1.175797 0.771847 1.889109 0.0 1.3 3.2
H 1.540738 2.403044 0.331223 -0.3 1.4 0.1
H 0.807767 1.368475 -0.825409 0.4 0.7 0.1
O -1.303137 0.773066 -1.374524 -0.2 0.0 -0.3
C -2.152749 0.622611 -0.549760 2.1 -2.6 -0.4
O -2.702869 1.587056 0.080740 -1.0 2.7 0.3
S -2.626485 -1.010849 0.121323 0.4 -0.4 -0.1
H -3.335318 1.289822 0.720411 -0.5 -0.3 0.7
H -1.354141 -1.537891 0.152212 -0.8 0.6 -0.2
```
Forces are in eV/Å.

Results
HOMO-LUMO gap	8.33	eV
structure (SMILES)	C/C=C\N.O=C(O)S
net charge	0
ΔE to the lowest compared entry with this formula, charge and spin	2.0078	eV
2S+1	1
HOMO energy	-7.997	eV